Entry A
One molecule with the formula C7H13NO, computed with ωB97M-V/def2-TZVPD.

Values from the calculation:
SMILES string: CC1=C(C)[C@](C)(N)[C@@H]1O
E_LUMO, eV: 0.795
Highest occupied orbital energy, eV: -7.76

Geometry (Å):
1 C 0.626 -0.062 -0.396
2 C 0.899 1.303 1.765
3 H 2.413 1.018 -0.847
4 H -1.918 0.068 -2.631
5 H -1.562 1.393 0.333
6 C -0.626 -0.141 -0.931
7 H 2.658 -0.704 -0.582
8 C 0.287 0.132 1.026
9 C -1.397 0.323 0.217
10 N 0.269 -1.040 1.851
11 H -0.273 -0.891 2.696
12 H 1.925 -0.127 -2.095
13 H 0.897 2.198 1.145
14 C 1.977 0.030 -1.018
15 H 1.927 1.072 2.050
16 H -0.142 -1.823 1.355
17 H -2.796 -1.040 0.099
18 O -2.479 -0.383 0.728
19 H 0.343 1.508 2.681
20 C -1.138 -0.599 -2.258
21 H -0.329 -0.628 -2.988
22 H -1.558 -1.608 -2.200

Here are the Löwdin charges for atoms 1 to 8, given in e: -0.210 -0.040 0.082 0.082 0.133 -0.219 0.083 -0.414


Entry B
One molecule with the formula C7H13NO, computed with ωB97M-V/def2-TZVPD.

Values from the calculation:
E_LUMO (alpha / beta), eV: 0.763 / 0.817
Highest occupied orbital energy (alpha / beta), eV: -7.12 / -7.80

Geometry (Å):
1 H 0.306 -2.885 0.606
2 H -1.176 -2.059 1.183
3 H -1.799 2.184 -1.012
4 H -2.637 0.669 -1.329
5 C -1.473 0.711 0.678
6 H 3.175 1.424 1.020
7 H 0.813 0.951 -1.967
8 C 0.680 1.051 -0.857
9 H -2.127 -0.103 1.132
10 C -0.645 0.182 -0.404
11 H 0.522 2.072 -0.390
12 H -1.300 1.663 1.253
13 C -0.687 -2.333 0.231
14 H -0.271 -1.513 -1.766
15 C 2.276 0.761 1.080
16 H -1.381 -3.124 -0.218
17 O 1.926 -0.780 -0.658
18 N 1.822 0.440 -0.280
19 H 2.644 -0.234 1.487
20 H 1.577 1.054 1.725
21 C -1.834 1.034 -0.767
22 C -0.411 -1.168 -0.748

Here are the Löwdin charges for atoms 1 to 8, given in e: 0.110 0.045 0.137 0.074 -0.094 0.100 0.144 -0.079


Entry C
A 2-piece molecular cluster, C7H13NO overall, computed with ωB97M-V/def2-TZVPD.

Values from the calculation:
SMILES string: CCC1(CC#N)CC1.O
E_LUMO, eV: 0.686
Highest occupied orbital energy, eV: -10.64

Geometry (Å):
1 H -0.289 -0.782 -1.504
2 H -2.658 0.979 0.814
3 H -1.611 2.102 -1.234
4 H -0.329 2.842 -0.148
5 H -1.375 1.750 1.875
6 C -1.019 2.015 -0.321
7 C -0.588 0.634 0.090
8 H -1.953 -0.244 -1.300
9 H -2.160 -1.582 0.815
10 H -0.492 -2.166 0.620
11 H 1.004 1.346 1.384
12 H -1.724 -2.607 -0.573
13 H 0.868 -0.412 1.326
14 H 3.586 -1.736 0.344
15 C -1.373 -1.794 0.077
16 H 3.841 -0.960 -1.091
17 C 0.797 0.499 0.713
18 C -1.637 1.358 0.891
19 C 1.877 0.454 -0.288
20 O 3.645 -1.865 -0.609
21 N 2.643 0.716 -1.137
22 C -1.053 -0.548 -0.745

Here are the Löwdin charges for atoms 1 to 8, given in e: 0.120 0.108 0.108 0.109 0.106 -0.079 -0.474 0.118


Entry D
A 2-piece molecular cluster, C7H13NO overall, computed with ωB97M-V/def2-TZVPD.

Values from the calculation:
SMILES string: C=CC(=C)O.CC(C)=N
E_LUMO, eV: 0.703
Highest occupied orbital energy, eV: -8.66

Geometry (Å):
1 C -1.005 -0.580 1.529
2 C 1.008 1.341 -0.917
3 C 2.686 -0.459 0.841
4 O 0.678 -0.597 -2.177
5 N -1.601 -1.206 -0.710
6 H -1.890 -0.494 2.161
7 H -1.245 1.957 0.179
8 C -1.350 -0.261 0.103
9 H 0.616 1.915 -1.737
10 C -1.965 1.176 -0.059
11 H 2.954 0.579 0.965
12 H -2.763 1.258 0.669
13 H 1.605 -1.926 -0.182
14 C 1.830 -0.866 -0.089
15 H -2.364 1.323 -1.056
16 H -0.255 0.120 1.893
17 H -2.157 -0.939 -1.523
18 C 1.050 -0.011 -0.992
19 H -0.622 -1.596 1.597
20 H 0.264 -1.451 -1.961
21 H 3.124 -1.156 1.538
22 H 1.401 1.871 -0.070

Here are the Löwdin charges for atoms 1 to 8, given in e: -0.061 0.063 0.029 0.001 0.115 0.085 0.058 -0.482


Result of the stability comparison: entry C is the most stable of them.


Entry A
A 2-piece molecular cluster, C9H16N3 overall, computed with ωB97M-V/def2-TZVPD.

Values from the calculation:
E_LUMO, eV: -3.336
Highest occupied orbital energy, eV: -12.31
Total charge: +1

Geometry (Å):
1 H 0.965 -3.736 0.230
2 H -3.149 1.077 1.599
3 C -1.169 0.243 -1.049
4 C -2.430 1.233 0.818
5 H 0.281 -1.468 -0.185
6 H 0.199 1.627 -1.973
7 H 2.313 -0.099 1.910
8 C -0.467 2.348 -0.099
9 H -1.709 3.183 1.426
10 H 0.263 3.149 -0.160
11 H -2.822 -1.666 -0.887
12 H 1.913 -0.271 -1.979
13 C 2.018 -0.595 -0.020
14 H 3.340 0.661 0.830
15 H 2.539 -3.382 0.175
16 H -1.146 -0.466 -1.877
17 H 2.429 1.120 -1.004
18 H 1.994 -2.857 1.608
19 N 2.153 0.160 -1.098
20 C -2.176 0.179 -0.072
21 C -1.533 2.311 0.800
22 H -3.952 -1.194 0.230
23 C 1.618 -2.929 0.584
24 C -0.325 1.352 -1.061
25 H -2.443 -1.820 0.775
26 C -2.889 -1.125 0.072
27 N 1.272 -1.703 -0.125
28 N 2.830 -0.185 1.041

Here are the Löwdin charges for atoms 1 to 8, given in e: 0.104 0.116 -0.090 -0.013 0.125 0.108 0.129 -0.093


Entry B
A 2-piece molecular cluster, C9H16N3 overall, computed with ωB97M-V/def2-TZVPD.

Values from the calculation:
E_LUMO, eV: -2.968
Highest occupied orbital energy, eV: -12.21
Total charge: +1

Geometry (Å):
1 H 1.600 1.924 -1.087
2 C 1.125 -1.084 -0.711
3 N -0.683 1.827 2.097
4 C 0.682 2.314 1.739
5 H 1.930 -1.101 0.020
6 H 1.294 1.541 1.332
7 H -1.378 -3.038 -1.841
8 C -0.901 0.498 2.066
9 N -0.100 -0.261 2.839
10 H 0.159 0.009 3.773
11 C 1.041 -0.048 -1.619
12 H 2.208 1.422 -2.686
13 C -0.727 -2.178 -1.737
14 C 2.029 1.110 -1.660
15 H 0.553 2.897 0.821
16 H 0.379 -3.058 -0.147
17 H -2.130 0.545 0.625
18 H 2.967 0.720 -1.281
19 H -0.159 0.796 -3.210
20 C -0.039 -0.017 -2.508
21 C -0.986 -1.031 -2.484
22 H 1.009 2.952 2.547
23 H -1.929 -1.070 1.447
24 H -1.695 -1.074 -3.300
25 H -1.479 2.388 1.829
26 H 0.033 -1.215 2.547
27 N -1.821 -0.075 1.362
28 C 0.251 -2.173 -0.757

Here are the Löwdin charges for atoms 1 to 8, given in e: 0.057 -0.083 0.046 -0.017 0.110 0.071 0.106 -0.481


Result of the stability comparison: entry B is the most stable of them.


Entry A
A 2-piece molecular cluster, C3H13N3O overall, computed with ωB97M-V/def2-TZVPD.

Values from the calculation:
E_LUMO, eV: 0.882
Highest occupied orbital energy, eV: -7.96

Geometry (Å):
1 N -1.200 -2.229 0.530
2 H -1.053 1.085 0.230
3 C -0.632 -0.960 -1.398
4 N -0.497 -0.926 0.068
5 H 2.964 2.285 0.000
6 H 1.589 2.285 1.114
7 H 0.899 -0.653 1.374
8 H 1.265 0.597 -0.397
9 C -1.396 0.125 0.611
10 C 1.879 2.409 0.066
11 H 0.129 -1.637 -1.786
12 H -0.661 -3.000 0.142
13 H -1.081 -2.278 1.540
14 N 0.796 -0.840 0.375
15 O 1.205 1.522 -0.787
16 H -2.421 -0.070 0.309
17 H 1.616 3.424 -0.241
18 H -1.334 0.123 1.703
19 H -0.438 0.041 -1.786
20 H -1.628 -1.302 -1.666

Here are the Löwdin charges for atoms 1 to 8, given in e: 0.084 0.089 -0.032 -0.542 0.071 0.067 0.038 0.004


Entry B
A 2-piece molecular cluster, C3H13N3O overall, computed with ωB97M-V/def2-TZVPD.

Values from the calculation:
SMILES string: CC(N)(N)O.CN
E_LUMO, eV: 0.892
Highest occupied orbital energy, eV: -9.42

Geometry (Å):
1 H -2.629 -0.960 1.517
2 H 1.294 0.162 -1.954
3 H 2.522 2.015 -0.793
4 C -2.256 -1.522 0.661
5 H -0.715 0.704 0.184
6 C 1.398 0.589 0.168
7 H -1.872 -1.129 -1.312
8 H 2.386 -0.881 -1.017
9 N 2.496 1.521 0.091
10 N -2.173 -0.620 -0.488
11 H -0.012 2.089 -0.294
12 H 2.449 2.194 0.848
13 N 0.082 1.320 0.364
14 H 0.647 -1.120 -0.892
15 H -3.086 -0.230 -0.698
16 H -1.252 -1.869 0.906
17 O 1.428 -0.103 1.369
18 C 1.426 -0.373 -1.015
19 H -2.914 -2.387 0.505
20 H 0.781 0.601 1.848

Here are the Löwdin charges for atoms 1 to 8, given in e: 0.073 0.078 0.073 -0.178 0.024 -0.757 0.066 0.082


Entry C
A 2-piece molecular cluster, C3H13N3O overall, computed with ωB97M-V/def2-TZVPD.

Values from the calculation:
E_LUMO, eV: 0.851
Highest occupied orbital energy, eV: -7.18

Geometry (Å):
1 N -0.703 -0.738 -2.853
2 H -1.121 -0.619 0.520
3 C -1.411 -0.844 -0.512
4 C -0.288 -0.519 -1.480
5 C 1.254 0.126 1.913
6 N -0.048 -0.022 2.477
7 H -0.007 -0.312 3.449
8 O 0.131 0.860 -1.378
9 H 1.729 2.239 1.493
10 H 0.084 -0.819 -3.485
11 H 1.525 -0.543 1.080
12 H 2.117 0.190 2.590
13 H -1.296 -1.550 -2.949
14 H 0.074 1.428 1.957
15 H -0.539 1.371 -1.853
16 H -2.303 -0.267 -0.773
17 H -1.662 -1.908 -0.568
18 H 0.815 1.475 0.285
19 N 1.032 1.527 1.290
20 H 0.615 -1.076 -1.204

Here are the Löwdin charges for atoms 1 to 8, given in e: 0.052 0.038 -0.050 -0.512 -0.374 -0.155 -0.014 -0.085


Result of the stability comparison: entry B is the most stable of them.